i) Computed, not measured: C21H22N2O5 in the gas phase, with ωB97M-V/def2-TZVPD.

Geometry (Å):
O  2.67  -1.53  -0.83
O  -2.09  -1.06  0.88
O  1.59  1.86  -0.55
O  1.12  2.16  1.62
O  -1.91  2.96  -0.08
N  -1.23  1.02  0.91
N  -3.07  0.54  -0.42
C  3.88  0.35  0.11
C  -2.18  0.06  0.45
C  5.00  1.16  0.05
C  -4.88  0.69  -1.99
C  -4.12  -0.25  -1.06
C  1.18  -0.85  2.45
C  -1.13  2.34  0.61
C  1.91  -1.61  0.29
C  -5.05  -0.81  0.02
C  0.28  -2.87  1.54
C  4.67  -0.83  -1.84
C  5.95  0.99  -0.94
C  2.79  0.58  1.12
C  1.06  -2.71  0.41
C  1.80  1.61  0.60
C  -3.48  -1.39  -1.86
C  3.72  -0.66  -0.84
C  1.96  -0.67  1.31
C  0.07  3.04  1.25
C  5.77  0.00  -1.90
C  0.35  -1.95  2.57
H  -0.54  0.61  1.53
H  3.19  0.93  2.08
H  -0.38  -3.72  1.61
H  -0.26  -2.08  3.45
H  -4.21  1.10  -2.74
H  4.52  -1.61  -2.57
H  -4.25  -1.98  -2.35
H  -3.00  1.53  -0.66
H  -2.81  -0.99  -2.61
H  -5.68  0.15  -2.49
H  -5.85  -1.40  -0.44
H  5.12  1.94  0.79
H  0.43  3.79  0.53
H  -4.49  -1.45  0.69
H  6.81  1.64  -0.97
H  6.50  -0.12  -2.68
H  -0.26  3.54  2.17
H  -5.32  1.51  -1.42
H  1.23  -0.11  3.24
H  -2.92  -2.04  -1.19
H  1.03  -3.42  -0.40
H  -5.50  0.00  0.59

Its multiplicity is 1. Its structure (SMILES) is CC(C)(C)NC(=O)NC(=O)COC(=O)C1c2ccccc2Oc2ccccc21. The lowest unoccupied orbital energy is 0.02428 hartree.

***

ii) Computed, not measured: C21H22N2O5 in the gas phase, with ωB97M-V/def2-TZVPD.

Geometry (Å):
O  1.87  -2.05  -1.54
O  -0.15  -1.48  -2.34
O  1.82  -3.73  0.51
O  -0.62  5.49  0.19
O  -0.80  1.46  -3.86
N  -0.09  -4.95  0.86
N  -0.99  2.48  0.27
C  -0.07  -3.24  -0.82
C  0.44  1.47  2.08
C  0.68  -2.22  -1.58
C  -1.41  -3.51  -1.09
C  -0.02  5.18  2.31
C  -0.75  4.68  1.27
C  0.56  -4.00  0.20
C  -1.20  2.37  -1.06
C  -0.39  1.34  -1.54
C  -2.16  3.22  -1.80
C  0.34  0.84  -0.42
C  -2.07  -4.49  -0.38
C  -1.60  3.46  1.14
C  2.44  -4.53  1.50
C  0.42  -0.44  -3.13
C  0.59  6.36  1.83
C  -0.32  0.88  -2.91
C  -0.03  1.57  0.67
C  0.20  6.49  0.54
C  2.84  -5.90  0.97
C  -1.36  -5.18  0.58
H  -2.12  2.96  -2.85
H  1.09  0.07  -0.42
H  3.47  -5.78  0.08
H  0.33  -0.72  -4.19
H  3.40  -6.44  1.73
H  1.48  -0.33  -2.88
H  0.42  7.23  -0.21
H  -0.38  1.21  2.75
H  3.32  -3.96  1.80
H  0.87  2.41  2.41
H  1.19  0.69  2.14
H  -3.18  3.07  -1.43
H  -2.57  3.73  0.72
H  -1.75  3.02  2.13
H  1.24  7.01  2.38
H  1.76  -4.65  2.36
H  -1.91  4.27  -1.69
H  -3.11  -4.72  -0.57
H  -1.81  -5.98  1.17
H  1.96  -6.47  0.70
H  0.05  4.77  3.29
H  -1.91  -2.94  -1.86

Its multiplicity is 1. Its structure (SMILES) is CCOc1ncccc1C(=O)OCC(=O)c1cc(C)n(Cc2ccco2)c1C. The lowest unoccupied orbital energy is 0.01653 hartree.

***

iii) Computed, not measured: C21H22N2O5 in the gas phase, with ωB97M-V/def2-TZVPD.

Geometry (Å):
O  3.80  1.75  4.59
O  1.33  3.57  0.19
O  0.07  0.67  -3.11
O  0.75  -0.35  1.61
O  -2.12  0.74  0.86
N  -0.37  2.14  0.52
N  -0.98  0.57  -1.11
C  1.87  0.39  1.85
C  -0.02  -0.80  2.70
C  4.93  2.55  4.84
C  2.59  0.82  0.73
C  4.18  1.91  2.18
C  -1.21  1.09  0.15
C  -1.98  -1.64  -1.03
C  2.32  0.71  3.12
C  -4.14  -4.03  -4.20
C  -2.91  -2.56  -1.49
C  0.76  2.56  -0.13
C  1.20  1.64  -1.24
C  -1.94  -0.38  -1.59
C  -2.81  -0.03  -2.61
C  2.09  0.49  -0.65
C  3.73  1.58  0.92
C  -3.73  -0.96  -3.07
C  3.47  1.48  3.29
C  -3.79  -2.23  -2.51
C  0.05  0.95  -1.95
C  -4.76  -3.24  -3.04
H  -5.05  -3.93  -2.25
H  -3.86  -3.36  -5.00
H  -4.84  -4.76  -4.58
H  -2.95  -3.54  -1.05
H  5.85  2.09  4.47
H  -3.24  -4.55  -3.86
H  4.98  2.65  5.92
H  -1.30  -1.90  -0.24
H  2.93  0.33  -1.33
H  4.82  3.55  4.39
H  1.81  0.40  4.01
H  -5.67  -2.74  -3.40
H  1.78  2.22  -1.96
H  5.08  2.51  2.28
H  1.50  -0.42  -0.60
H  0.55  -1.51  3.31
H  -4.40  -0.69  -3.87
H  -0.89  -1.29  2.27
H  -2.76  0.96  -3.05
H  4.28  1.92  0.05
H  -0.65  2.64  1.36
H  -0.35  0.03  3.32

Its multiplicity is 1. Its structure (SMILES) is CCc1ccc(N2C(=O)NC(=O)[C@@H](Cc3ccc(OC)cc3OC)C2=O)cc1. The lowest unoccupied orbital energy is 0.02719 hartree.

***

Which of them is least stable? Easy: ii).

***

i) Computed, not measured: a molecular structure, C3H4O4, with ωB97M-V/def2-TZVPD.

Geometry (Å):
O  1.57  1.55  -0.13
O  -1.06  1.46  -0.02
O  2.46  -0.65  -0.15
O  -2.32  -0.25  -0.19
C  0.16  -0.53  0.10
C  -1.13  0.23  -0.07
C  1.52  0.19  -0.18
H  0.13  -1.87  -0.35
H  0.31  -0.89  1.24
H  -2.27  -1.18  -0.37
H  0.63  1.94  0.11

Its multiplicity is 1. The lowest unoccupied orbital energy is 0.00204 hartree.

***

ii) Computed, not measured: C3H4O4 in the gas phase, with ωB97M-V/def2-TZVPD.

Geometry (Å):
O  3.08  -0.55  -0.70
O  1.06  0.61  -0.87
O  1.73  -0.24  1.05
O  0.53  2.41  0.49
C  -0.88  0.47  0.34
C  1.96  -0.04  -0.14
C  0.31  1.27  0.14
H  -1.34  0.28  -0.56
H  -1.68  0.95  0.96
H  3.51  -0.29  -1.50
H  -0.77  -0.49  0.86

Its multiplicity is 1. Its structure (SMILES) is CC(=O)OC(=O)O. The lowest unoccupied orbital energy is 0.01541 hartree.

***

Which of them is least stable? Easy: i).

***

i) Computed, not measured: C5H6S in the gas phase, with ωB97M-V/def2-TZVPD.

Geometry (Å):
S  -0.13  -1.19  -1.60
C  -0.05  -0.23  -0.29
C  -0.48  -2.01  1.34
C  -0.33  -0.74  1.07
C  0.47  1.88  -1.50
C  0.34  1.24  -0.36
H  0.35  1.40  -2.50
H  -0.45  0.00  1.89
H  0.65  1.75  0.55
H  -0.76  -2.29  2.35
H  0.75  2.96  -1.52
H  -0.36  -2.78  0.56

Its multiplicity is 1. Its structure (SMILES) is C=CC(=S)C=C. The lowest unoccupied orbital energy is -0.03526 hartree.

***

ii) Computed, not measured: C5H6S in the gas phase, with ωB97M-V/def2-TZVPD.

Geometry (Å):
S  -1.10  0.69  2.27
C  0.04  -0.15  -1.83
C  -0.03  -1.19  -0.85
C  0.14  -0.95  0.50
C  0.41  0.33  1.17
C  0.11  1.21  -2.11
H  -0.28  -2.41  -0.96
H  0.36  2.03  -2.74
H  0.71  1.07  0.45
H  0.27  -1.95  1.03
H  1.35  0.34  1.84
H  -1.96  0.98  1.22

Its multiplicity is 1. Its structure (SMILES) is C#C/C=C\CS. The lowest unoccupied orbital energy is 0.00065 hartree.

***

iii) Computed, not measured: C5H6S in the gas phase, with ωB97M-V/def2-TZVPD.

Geometry (Å):
S  4.31  0.23  0.23
C  0.34  0.18  -0.15
C  1.50  -0.24  -0.15
C  3.13  -0.75  -0.33
C  -2.13  -0.15  0.39
C  -0.94  0.74  -0.13
H  -2.02  -0.57  1.43
H  3.23  -1.77  -0.71
H  -3.09  0.56  0.31
H  -1.06  1.68  0.49
H  -2.19  -1.04  -0.31
H  -1.10  1.14  -1.07

Its multiplicity is 1. Its structure (SMILES) is CCC#CC=S. The lowest unoccupied orbital energy is -0.02983 hartree.

***

Which of them is least stable? Easy: ii).

***

i) Computed, not measured: a molecular structure, C4H7FS, with ωB97M-V/def2-TZVPD.

Geometry (Å):
S  -1.80  -0.35  -0.11
F  0.53  -1.26  0.16
C  -0.84  1.03  -0.34
C  1.42  -0.15  0.19
C  2.60  0.03  -0.31
C  0.43  0.88  0.49
H  3.48  -0.53  -0.79
H  3.12  1.18  -0.04
H  -1.43  1.78  -0.30
H  -0.37  0.79  -1.33
H  0.74  1.94  0.48
H  0.06  0.71  1.46
H  -3.22  0.30  0.63

Its multiplicity is 1. The lowest unoccupied orbital energy is 0.01903 hartree.

***

ii) Computed, not measured: C4H7FS in the gas phase, with ωB97M-V/def2-TZVPD.

Geometry (Å):
S  -1.11  -2.00  -0.09
F  2.44  -0.16  -0.08
C  0.02  -0.77  0.04
C  -1.52  1.13  0.17
C  1.50  -1.18  0.14
C  -0.17  0.66  -0.35
H  -1.51  1.02  1.26
H  0.01  0.70  -1.42
H  -1.67  2.23  -0.08
H  -2.24  0.51  -0.26
H  0.70  1.23  0.09
H  1.73  -1.91  -0.62
H  1.81  -1.46  1.20

Its multiplicity is 1. Its structure (SMILES) is CCC(=S)CF. The lowest unoccupied orbital energy is -0.01975 hartree.

***

Which of them is least stable? Easy: i).